Density functional theory data (wB97M-V/def2-TZVPD) for C5H4LiO6Y as an isolated structure at a distorted geometry.

```
17
Properties=species:S:1:pos:R:3:lowdin_charge:R:1
O 1.04036 -4.83288 -0.69434 0.42
C 0.99158 -3.74555 -0.34801 -0.27
O 0.95697 -2.62087 -0.02914 0.02
O 0.57196 1.34499 2.01861 -0.16
Y 1.05079 -0.37812 0.50261 2.26
O -1.00704 7.02153 2.66554 0.02
C -0.48377 5.95244 2.28798 -0.77
O 0.68793 5.85241 1.85156 -0.05
O -1.26519 4.84553 2.35079 0.05
C -0.74009 3.68171 1.75861 -0.06
C 0.52967 3.27313 3.35713 0.27
C -0.06330 2.26126 2.53708 -0.24
Li 0.77460 7.79082 2.30719 0.87
H -0.24565 3.87713 0.79700 0.15
H -1.63509 3.21249 1.32051 0.17
H -0.06773 3.69406 4.16922 0.16
H 1.61558 3.20254 3.46459 0.15
```

* spin multiplicity: 2
* lowest unoccupied orbital energy (spin up / spin down): -14.572 / -14.656 eV
* net charge: +3
* <S²>: 0.767
* gap between HOMO and LUMO (spin up / spin down): 3.65 / 3.56 eV
* E_HOMO (spin up / spin down): -18.219 / -18.216 eV